No. 1
16
Properties=species:S:1:pos:R:3:mulliken_charge:R:1 method="wB97M-V/def2-TZVPD" e_tot_ha=-325.8080 multiplicity=1 orbital_gap_ha=0.3763 de_lowest_kcal_mol=81.33 smiles="CC(=O)[C@@H]1CN1C"
C -1.44574 1.20400 1.42137 -1.111
C -1.28875 -0.12363 0.75614 0.563
O -1.76034 -1.15096 1.21225 -0.600
C -0.38871 -0.31626 -0.40965 -0.037
C 0.78720 -0.71900 0.46532 -0.759
N 0.91681 0.24354 -0.60547 -0.246
C 1.58706 -0.08708 -1.85592 -0.850
H -1.62425 1.04060 2.48581 0.316
H -0.59345 1.86720 1.25175 0.336
H -2.33461 1.65575 0.97176 0.351
H -0.68582 -1.10829 -1.10156 0.392
H 0.63596 -1.79854 0.52530 0.398
H 0.89177 -0.23771 1.43499 0.322
H 2.62788 0.24650 -1.79764 0.284
H 1.10330 0.44845 -2.67906 0.310
H 1.57167 -1.16458 -2.07539 0.332


No. 2
18
Properties=species:S:1:pos:R:3:mulliken_charge:R:1 method="wB97M-V/def2-TZVPD" e_tot_ha=-592.8216 charge=+1 multiplicity=1 orbital_gap_ha=0.2946 de_lowest_kcal_mol=65.74
C 0.80856 -1.20888 -0.07997 -0.719
C 0.72841 -0.13615 -0.83454 -0.196
C 2.80089 1.18235 0.19649 -0.764
C 1.72188 1.00007 -0.52951 -0.133
C -1.86542 -0.32858 -0.15263 -0.133
N -2.40634 -1.39076 0.34958 -0.266
P -1.33132 0.92848 1.18747 -0.011
H 0.22697 -1.96019 -0.37264 0.533
H 1.50766 -1.18662 0.80431 0.133
H 0.38795 -0.06120 -1.89970 0.455
H -1.87079 -0.17832 -1.26940 0.432
H 2.99503 0.47521 0.97472 0.158
H 1.47648 1.71042 -1.27427 0.331
H -2.54402 -2.24731 -0.18038 0.306
H -2.31778 -1.53703 1.36848 0.284
H 3.47270 1.96783 0.13349 0.310
H -2.71594 1.12651 1.48536 0.145
H -1.07493 1.84417 0.09313 0.136


No. 3
19
Properties=species:S:1:pos:R:3:mulliken_charge:R:1 method="wB97M-V/def2-TZVPD" e_tot_ha=-406.2663 multiplicity=1 orbital_gap_ha=0.3490 de_lowest_kcal_mol=136.18
C 0.19120 -0.34683 1.77620 0.378
C -0.52359 0.73122 1.04068 -0.820
C 0.25653 0.79425 -1.26893 -0.838
C 0.25217 0.05545 -2.63294 -0.269
C 0.57700 -0.86679 0.34429 -0.823
H -0.90820 -1.84796 2.90094 0.228
H -1.85587 -0.13223 2.65919 0.262
H 1.00012 -0.23739 2.68617 0.312
H -0.16085 1.76475 1.05614 0.315
H -1.69175 0.72919 1.29488 0.258
H -0.31761 1.55544 -1.57500 0.555
H 1.27148 1.18307 -1.06087 0.423
H 1.24958 -0.63801 -2.74390 0.226
H -0.80948 -0.40447 -2.91989 0.232
H 1.60634 -0.57558 0.43311 0.306
H 0.86358 -1.88112 -0.33095 0.221
N -1.06446 -1.04369 2.16234 -0.715
N -0.24649 0.06832 -0.16580 0.065
F 0.31031 1.09237 -3.65564 -0.318


No. 4
143
Properties=species:S:1:pos:R:3:mulliken_charge:R:1 method="wB97M-V/def2-TZVPD" e_tot_ha=-5520.5014 charge=+1 multiplicity=1 orbital_gap_ha=0.3705
N 18.16487 13.72679 31.31570 4.708
H 18.59614 13.53628 30.42250 -0.278
H 17.15808 13.65992 31.27106 -0.168
H 18.41022 14.66516 31.59741 -0.042
H 18.28171 12.95491 31.95653 -0.618
C 18.08269 7.68191 30.91284 -1.066
C 19.12583 7.76612 29.87320 -0.093
C 20.25320 8.73451 30.29889 -0.826
S 19.60214 9.80488 31.66878 1.170
O 19.58640 11.20187 31.24881 -0.215
O 20.10357 9.46387 33.00288 -0.794
C 17.97908 9.09253 31.58808 0.718
H 18.39794 6.95626 31.66261 0.348
H 17.11327 7.31424 30.57647 0.480
H 18.59710 8.21300 29.03128 -0.326
H 19.51132 6.77174 29.64802 0.467
H 20.41290 9.50516 29.54477 0.199
H 21.19168 8.26874 30.59959 0.578
H 17.40491 9.77459 30.96100 -0.467
H 17.46289 9.03190 32.54619 -0.359
C 22.39989 13.32542 31.82219 1.040
C 23.35137 13.03822 30.65773 -1.277
C 22.74268 13.41328 29.25479 -0.696
S 21.54953 14.83786 29.71375 0.941
O 20.17516 14.42478 29.49105 -0.569
O 22.09513 16.03350 29.09063 -0.692
C 22.01010 14.77141 31.53788 -0.428
H 22.77686 13.15689 32.83095 0.409
H 21.56193 12.64131 31.68831 -0.752
H 23.63511 11.98580 30.65923 0.489
H 24.28438 13.56019 30.87019 0.425
H 22.21370 12.58842 28.77742 0.136
H 23.43555 13.74944 28.48341 0.474
H 21.17423 15.14262 32.13086 -0.246
H 22.88579 15.41183 31.64336 0.609
C 19.80827 11.65193 36.82624 -0.582
C 20.31762 11.04964 35.49676 -0.054
C 21.39833 11.94922 34.93946 -0.969
S 20.55747 13.58554 35.02283 0.993
O 19.54902 13.68860 33.95317 -0.064
O 21.50162 14.71325 35.10396 -0.811
C 19.74332 13.20661 36.64595 -0.933
H 20.40618 11.43008 37.71021 0.416
H 18.87438 11.09241 36.87992 0.036
H 19.54474 10.95942 34.73347 -0.329
H 20.61990 10.01231 35.64051 0.695
H 21.79555 11.67602 33.96188 0.357
H 22.17958 12.12161 35.67975 0.452
H 18.76185 13.67254 36.55806 0.388
H 20.34749 13.78540 37.34459 0.473
C 16.90763 10.12941 26.05928 -1.297
C 18.41088 9.88546 26.35562 -0.460
C 18.96738 11.10955 27.19994 -0.148
S 17.51473 12.21708 27.51057 0.996
O 17.44647 13.16549 26.43728 -0.770
O 17.49509 12.65106 28.90157 -0.177
C 16.18755 11.00102 27.11807 -0.515
H 16.29650 9.27103 25.78036 0.509
H 16.90447 10.70199 25.13178 0.432
H 18.90928 9.57339 25.43785 0.444
H 18.34871 8.96169 26.93084 -0.002
H 19.63793 11.81751 26.71284 0.568
H 19.37209 10.92159 28.19441 -0.452
H 15.29941 11.52241 26.76106 0.272
H 15.79200 10.47170 27.98493 0.436
C 16.19100 16.08900 28.78193 -0.713
C 15.16850 15.17733 28.23925 -0.336
O 14.04711 15.00680 29.10269 -0.315
P 14.25696 13.90418 30.25188 -0.982
O 15.47126 14.03252 31.04177 -0.031
O 13.93741 12.50213 29.52515 0.596
C 12.78899 12.30751 28.73098 -0.608
C 12.83582 10.86781 28.19987 -0.977
O 13.00985 14.13617 31.23844 -0.328
C 12.94308 15.30872 32.04602 0.206
C 12.16604 16.37727 31.39833 -1.333
H 16.95915 16.38972 28.06946 0.558
H 15.95902 17.06341 29.21180 0.282
H 16.75971 15.57789 29.55875 -0.309
H 14.72630 15.54487 27.31325 0.473
H 15.67310 14.21439 28.16036 0.015
H 11.80906 12.60301 29.10585 0.388
H 12.96197 12.93973 27.86007 0.394
H 12.90601 10.12943 28.99860 0.195
H 11.83121 10.70999 27.80749 0.439
H 13.51229 10.77560 27.35017 0.237
H 12.54457 15.01655 33.01758 0.331
H 13.89968 15.79311 32.24198 -0.050
H 11.96615 17.21820 32.06239 0.413
H 12.64926 16.67829 30.46883 0.205
H 11.24513 15.97419 30.97695 0.357
C 13.14198 10.59621 32.25163 -1.030
C 14.65368 10.23815 32.06150 0.280
O 15.17390 10.00796 33.37058 -0.112
P 16.12801 11.06145 34.11303 -0.986
O 16.89908 11.90578 33.16959 0.744
O 15.13839 11.85117 35.15810 -0.076
C 14.02032 11.33843 35.81118 -0.118
C 13.01667 12.51275 35.97423 -1.338
O 17.07881 10.15010 35.07297 0.226
C 16.61564 8.89449 35.60908 -0.280
C 17.77090 7.89253 35.71337 -1.206
H 13.13360 11.54612 32.78613 0.094
H 12.65411 10.74212 31.28790 0.092
H 12.58468 9.86134 32.83257 0.459
H 14.72213 9.24446 31.61879 0.242
H 15.21822 10.91022 31.41519 -0.141
H 13.53206 10.51800 35.28526 0.254
H 14.28050 10.87669 36.76365 0.340
H 12.60033 12.87385 35.03382 0.191
H 12.16111 12.30658 36.61735 0.437
H 13.40888 13.34167 36.56344 0.345
H 16.08072 9.04803 36.54631 0.371
H 15.90179 8.39849 34.95143 0.251
H 18.55375 8.24917 36.38274 0.259
H 17.48906 6.88868 36.03110 0.437
H 18.27342 7.67367 34.77121 0.185
C 20.39983 18.75811 29.45389 -1.180
C 20.36793 18.75593 30.97987 -0.031
O 18.99819 18.85982 31.38285 -0.327
P 18.55187 17.76294 32.55954 -1.033
O 18.73014 16.31273 32.15147 -0.088
O 19.38612 18.27154 33.79350 -0.178
C 19.24161 17.73877 35.11402 0.224
C 20.64226 17.97573 35.66771 -1.257
O 17.00551 18.20545 32.86088 -0.257
C 16.14110 18.45680 31.78947 0.775
C 14.84721 19.17094 32.28328 -1.505
H 21.42648 18.66978 29.09850 0.359
H 19.85952 17.87858 29.10378 0.154
H 19.97057 19.67350 29.04659 0.385
H 20.89841 17.94151 31.47324 0.227
H 20.81182 19.70561 31.27848 0.330
H 18.43328 18.25206 35.63481 0.333
H 19.11619 16.65714 35.16357 -0.114
H 21.40049 17.42351 35.11251 0.215
H 20.91253 19.03164 35.67795 0.373
H 20.65250 17.63929 36.70444 0.406
H 16.61247 19.09411 31.04130 0.412
H 15.85075 17.53595 31.28367 -0.548
H 14.18813 19.25697 31.41938 0.396
H 14.19882 18.71292 33.03022 0.302
H 15.16064 20.18575 32.52824 0.416